C23H47Br20N2S2 as an isolated structure at a distorted geometry. Source: OMol25; level of theory: ωB97M-V/def2-TZVPD.

Molecular weight ... 2013.86 Da
Total charge ... +1
Gap between HOMO and LUMO ... 6.7 eV

Last column: Mulliken charge in e.
Atoms and positions in Å:
C -2.59 1.20 0.78  -0.2026
C -2.38 0.32 2.18  -0.2677
N -2.17 -1.12 1.72  -0.0433
S -0.45 -1.42 1.62  0.4006
N 0.00 -2.15 3.16  -0.1495
C 0.31 -1.09 4.02  0.1624
S -0.03 0.15 5.18  0.1314
H -2.19 2.28 0.96  0.2053
H -1.93 0.63 -0.03  -0.1300
H -3.75 1.20 0.50  0.1530
H -3.28 0.44 2.94  0.2895
H -1.37 0.69 2.67  0.0969
H -2.64 -1.81 2.35  0.1337
H -0.29 -2.40 0.63  -0.1551
Br 0.82 -1.68 -2.31  -0.1522
C 2.69 -1.32 -1.88  0.2238
C 3.02 -1.73 -0.46  -0.6055
Br 2.31 -0.44 0.82  -0.1083
H 2.86 -0.26 -2.08  -0.1591
H 3.27 -1.92 -2.59  0.2127
H 4.10 -1.73 -0.30  0.5068
H 2.61 -2.71 -0.19  0.2050
Br -0.97 3.04 -2.12  -0.1028
C 0.90 3.40 -1.69  -0.3267
C 1.22 2.99 -0.27  -0.4052
Br 0.52 4.28 1.01  -0.1528
H 1.07 4.46 -1.89  0.4356
H 1.47 2.81 -2.40  0.1628
H 2.30 2.99 -0.11  0.2908
H 0.82 2.01 0.00  0.0954
Br 3.56 -4.55 -5.79  -0.1295
C 4.09 -5.87 -4.46  -0.5754
C 3.59 -5.49 -3.08  -0.5716
Br 4.66 -4.06 -2.31  -0.1411
H 5.18 -5.96 -4.52  0.3676
H 3.64 -6.81 -4.79  0.3664
H 3.70 -6.33 -2.39  0.3482
H 2.55 -5.16 -3.08  0.3573
Br 3.62 -4.30 1.92  -0.0825
C 2.13 -5.26 2.73  -0.4798
C 1.32 -6.01 1.70  -0.5984
Br 0.19 -4.80 0.68  -0.0233
H 1.54 -4.52 3.29  0.2420
H 2.59 -5.96 3.44  0.3807
H 0.64 -6.71 2.18  0.3969
H 1.94 -6.55 0.98  0.3468
Br -4.92 -3.45 2.82  -0.1532
C -6.28 -3.15 1.46  -0.4879
C -5.91 -1.99 0.57  -0.6221
Br -6.20 -0.28 1.46  -0.1516
H -7.23 -3.00 1.98  0.3207
H -6.32 -4.08 0.89  0.3859
H -6.55 -1.96 -0.32  0.3891
H -4.86 -2.00 0.25  0.3730
Br -0.99 1.96 10.45  -0.1079
C 0.24 2.25 8.96  -0.4528
C -0.26 3.34 8.04  -0.6023
Br -1.73 2.71 6.92  -0.1480
H 0.36 1.28 8.46  0.2360
H 1.18 2.53 9.42  0.3544
H 0.52 3.64 7.34  0.3290
H -0.63 4.22 8.58  0.4100
Br -2.76 -0.36 -2.81  -0.0581
C -4.12 -0.05 -4.17  -0.6233
C -3.75 1.11 -5.07  -0.5946
Br -4.04 2.82 -4.17  -0.1503
H -5.07 0.09 -3.65  0.3521
H -4.16 -0.98 -4.74  0.3369
H -4.39 1.14 -5.95  0.3655
H -2.70 1.09 -5.39  0.3557
Br -10.28 -2.22 0.26  -0.1491
C -10.49 -0.43 1.02  -0.4023
C -11.19 0.50 0.06  -0.6008
Br -9.98 1.08 -1.36  -0.1277
H -9.49 -0.09 1.31  0.1982
H -11.10 -0.58 1.92  0.3463
H -11.50 1.42 0.56  0.3453
H -12.06 0.05 -0.43  0.3805
Br 4.01 1.91 -1.36  -0.1263
C 5.27 2.60 -2.67  -0.5090
C 5.06 4.08 -2.91  -0.3785
Br 3.49 4.40 -4.02  -0.1689
H 5.15 1.99 -3.58  0.4159
H 6.26 2.42 -2.24  0.2363
H 5.90 4.50 -3.47  0.0830
H 4.92 4.65 -1.99  0.4185
Br 8.43 4.10 -1.22  -0.1479
C 9.69 4.79 -2.54  -0.5792
C 9.48 6.27 -2.78  -0.5556
Br 7.91 6.59 -3.89  -0.1196
H 9.57 4.18 -3.44  0.3684
H 10.68 4.61 -2.11  0.3589
H 10.32 6.69 -3.34  0.3357
H 9.34 6.84 -1.85  0.3725

***

C23H47CuO22V as an isolated structure at a distorted geometry. Source: OMol25; level of theory: ωB97M-V/def2-TZVPD.

Spin multiplicity ... 4
Molecular weight ... 790.10 Da
⟨S²⟩ ... 3.754
Total charge ... +2
Gap between HOMO and LUMO (spin up / spin down) ... 6.1 / 6.2 eV

Last column: Löwdin spin population.
Atoms and positions in Å:
V -0.27 -0.01 -3.35  2.8722
Cu -2.66 -1.78 -1.68  0.0002
C -0.12 0.59 0.47  0.0006
C -0.32 -0.89 0.05  0.0010
O -0.39 -1.05 -1.34  0.0265
H 0.92 0.89 0.35  0.0000
H -0.44 0.62 1.51  0.0001
H -0.73 1.26 -0.15  0.0000
H -1.31 -1.12 0.46  0.0004
H 0.35 -1.61 0.51  0.0002
C -3.96 -1.55 2.10  0.0000
O -5.12 -0.80 1.67  0.0000
C -5.23 -0.69 0.33  0.0000
O -4.42 -0.34 -0.48  -0.0002
O -6.49 -0.96 0.09  0.0000
C -7.13 -0.44 -1.12  0.0000
H -3.08 -1.61 1.46  0.0000
H -4.34 -2.57 2.19  0.0000
H -3.54 -1.16 3.03  0.0000
H -6.94 0.63 -1.18  0.0000
H -8.21 -0.50 -1.02  0.0000
H -6.76 -0.90 -2.04  0.0000
C 2.16 3.82 -1.91  0.0002
O 2.95 2.71 -1.58  0.0009
C 2.58 1.46 -2.08  0.0027
O 1.50 1.27 -2.62  0.0119
O 3.44 0.63 -1.77  0.0020
C 3.18 -0.81 -1.71  0.0002
H 2.62 4.67 -1.42  0.0000
H 1.13 3.69 -1.57  0.0001
H 2.03 4.05 -2.97  0.0000
H 4.09 -1.12 -1.20  0.0000
H 3.11 -1.20 -2.73  0.0000
H 2.20 -1.00 -1.28  0.0000
C 2.77 -1.97 -6.33  0.0001
O 2.21 -2.99 -5.50  0.0024
C 1.38 -2.78 -4.46  0.0054
O 0.96 -1.65 -4.14  0.0268
O 1.00 -3.92 -4.02  0.0036
C -0.19 -4.13 -3.21  0.0001
H 3.52 -2.36 -7.03  0.0000
H 3.39 -1.33 -5.70  0.0000
H 2.10 -1.36 -6.93  0.0000
H -1.02 -3.45 -3.38  -0.0001
H 0.06 -3.72 -2.23  -0.0001
H -0.60 -5.13 -3.06  0.0000
C -3.03 -5.42 6.11  0.0000
O -1.76 -4.99 5.57  0.0000
C -1.82 -4.13 4.54  0.0000
O -2.74 -3.35 4.21  0.0000
O -0.67 -4.22 3.93  0.0000
C -0.47 -3.53 2.75  0.0000
H -2.79 -6.02 6.99  0.0000
H -3.47 -6.05 5.33  0.0000
H -3.64 -4.59 6.44  0.0000
H 0.49 -3.77 2.30  0.0000
H -0.39 -2.44 2.79  0.0000
H -1.30 -3.79 2.10  0.0000
C 3.68 2.59 2.39  0.0000
O 4.63 3.09 1.48  0.0000
C 4.65 4.37 0.95  0.0000
O 4.00 5.29 1.48  0.0000
O 5.51 4.35 -0.07  0.0000
C 5.79 5.46 -0.80  0.0000
H 2.82 2.12 1.92  0.0000
H 3.36 3.47 2.95  0.0000
H 4.15 1.96 3.15  0.0000
H 5.09 6.29 -0.71  0.0000
H 6.04 5.22 -1.84  0.0000
H 6.72 5.93 -0.46  0.0000
C 4.00 -1.71 3.94  0.0000
O 2.62 -1.55 4.21  0.0000
C 2.05 -0.40 4.32  0.0000
O 2.63 0.73 4.27  0.0000
O 0.72 -0.66 4.52  0.0000
C -0.15 0.41 4.59  0.0000
H 4.65 -0.84 3.86  0.0000
H 4.08 -2.31 3.03  0.0000
H 4.46 -2.35 4.70  0.0000
H -0.21 1.02 3.69  0.0000
H 0.10 1.16 5.34  0.0000
H -1.18 0.08 4.72  0.0000
C -2.64 4.57 -4.72  0.0003
O -1.67 3.65 -4.19  0.0023
C -1.98 2.81 -3.17  0.0058
O -1.28 1.83 -2.84  0.0315
O -3.08 3.22 -2.55  0.0025
C -3.82 2.41 -1.58  0.0001
H -2.11 5.08 -5.52  0.0000
H -2.93 5.21 -3.89  0.0000
H -3.39 3.90 -5.15  0.0001
H -3.36 2.31 -0.60  0.0000
H -3.92 1.40 -2.00  0.0000
H -4.82 2.83 -1.54  0.0000

***

C23H47InNO2S2Si2 as an isolated structure at a distorted geometry. Source: OMol25; level of theory: ωB97M-V/def2-TZVPD.

Molecular weight ... 604.76 Da
Total charge ... +1
Gap between HOMO and LUMO ... 8.1 eV

Last column: Mulliken charge in e.
Atoms and positions in Å:
O -1.61 -2.45 -3.85  -0.0192
O -2.69 -0.93 -5.06  0.2743
C -0.64 -3.44 -4.29  -0.1501
C 0.19 -3.91 -3.14  -1.5306
H -0.07 -2.88 -5.01  0.3808
H -1.14 -4.28 -4.81  0.2824
H 0.61 -3.11 -2.52  0.2516
H 1.04 -4.49 -3.53  0.4530
H -0.40 -4.59 -2.50  0.4002
C -2.27 -2.62 -2.50  -0.1717
C -3.45 -3.52 -2.80  -1.1833
H -2.53 -1.62 -2.17  0.0884
H -1.52 -3.04 -1.82  0.5446
H -3.98 -3.12 -3.68  0.2635
H -4.18 -3.60 -1.99  0.4274
H -3.08 -4.51 -3.08  0.2950
C -3.69 0.09 -4.76  0.0408
C -2.36 -1.11 -6.49  -0.5403
C -4.33 -0.01 -3.40  -1.2720
H -4.45 0.08 -5.55  0.4045
H -3.11 1.01 -4.84  -0.0207
H -4.69 -1.00 -3.09  0.2970
H -5.20 0.66 -3.40  0.4249
H -3.65 0.39 -2.64  0.2043
C -3.19 -2.33 -6.84  -0.9861
H -1.27 -1.29 -6.55  0.2072
H -2.61 -0.19 -7.03  0.5436
H -2.95 -3.13 -6.11  0.2301
H -3.02 -2.73 -7.84  0.4398
H -4.24 -2.05 -6.72  0.3011
H -2.43 -1.94 -4.58  0.1611
In 1.10 1.28 -0.93  0.5955
C -0.07 1.20 -2.61  0.3363
Si 0.63 1.63 -4.30  0.4534
H -1.17 1.42 -2.51  0.4174
H -0.09 0.09 -2.74  -0.8643
C 1.45 0.17 -5.20  -0.7702
C 1.76 3.10 -4.07  -0.9211
C -0.71 2.12 -5.50  -1.1263
C 3.23 0.90 -1.24  -1.0329
Si 4.06 1.67 0.28  0.2598
H 3.52 1.30 -2.22  0.2977
H 3.45 -0.18 -1.26  0.4653
C 4.89 3.27 -0.22  -1.0569
C 5.31 0.39 0.85  -1.1235
C 2.91 2.08 1.75  -0.8480
H -0.21 2.83 -6.15  0.4574
H -1.53 2.62 -4.97  0.3137
H -1.11 1.29 -6.10  0.0772
H 2.38 -0.13 -4.69  0.3751
H 1.71 0.49 -6.21  0.3289
H 0.79 -0.72 -5.28  -0.0387
H 2.77 2.81 -3.82  0.2559
H 1.30 3.65 -3.22  0.2197
H 1.75 3.75 -4.95  0.4345
H 5.74 -0.09 -0.03  0.3350
H 4.86 -0.39 1.48  0.3099
H 6.13 0.83 1.43  0.3315
H 2.33 1.21 2.10  0.2121
H 2.20 2.90 1.54  0.1928
H 3.55 2.40 2.58  0.4353
H 5.67 3.58 0.49  0.3296
H 4.17 4.10 -0.30  0.2952
H 5.36 3.14 -1.20  0.3390
S 0.16 -0.89 0.31  -0.3292
C -0.47 0.34 1.29  0.4375
N -0.34 1.64 0.99  -0.1314
C -0.81 2.50 1.97  -0.4572
C -0.70 3.91 2.00  -0.4547
C -1.01 4.57 3.18  -0.5612
C -1.43 3.88 4.32  -0.4982
C -1.56 2.49 4.30  -0.5132
C -1.28 1.80 3.12  0.8629
S -1.21 0.07 2.88  -0.2077
H -0.36 4.42 1.10  0.4362
H -0.92 5.67 3.23  0.3479
H -1.66 4.42 5.24  0.3628
H -1.85 1.89 5.16  0.3773

***

A 8-piece molecular cluster, C23H47N6O9 overall at a distorted geometry. Source: OMol25; level of theory: ωB97M-V/def2-TZVPD.

Molecular weight ... 551.66 Da
Total charge ... -1
Gap between HOMO and LUMO ... 7.8 eV

Last column: Mulliken charge in e.
Atoms and positions in Å:
O 0.50 0.10 0.64  0.3067
C 0.37 -1.09 -0.05  -0.2924
O 1.40 -1.55 -0.63  -0.6974
O -0.77 -1.60 -0.14  -0.7861
H 1.45 0.20 0.89  0.2218
C 4.33 2.62 0.11  -1.2230
C 3.76 1.74 1.20  1.0263
O 3.15 0.74 0.92  -0.5471
C 3.78 2.26 2.60  -1.3395
H 4.30 2.10 -0.84  0.2358
H 5.40 2.78 0.32  0.4487
H 3.89 3.61 0.07  0.2636
H 4.84 2.27 2.91  0.4576
H 3.28 1.59 3.29  0.2880
H 3.44 3.28 2.73  0.2728
C 4.02 -3.62 0.44  -0.8085
C 4.64 -3.21 -0.88  0.8031
O 5.69 -3.74 -1.25  -0.7529
N 3.97 -2.29 -1.59  0.1865
C 4.43 -1.79 -2.86  -0.9544
H 4.77 -3.70 1.22  0.3115
H 3.54 -4.60 0.39  0.2279
H 3.24 -2.92 0.78  0.1279
H 3.13 -1.90 -1.15  0.2391
H 3.99 -2.41 -3.65  0.2777
H 5.51 -1.77 -2.97  0.3874
H 4.08 -0.77 -3.01  0.2136
C 1.46 0.99 -5.32  -1.5853
C 1.31 0.19 -4.05  0.9814
O 1.14 -1.01 -4.09  -0.6095
N 1.46 0.83 -2.86  0.5661
C 1.35 2.26 -2.69  -0.7341
H 1.47 0.29 -6.14  0.3741
H 2.41 1.54 -5.30  0.3556
H 0.63 1.69 -5.46  0.3407
H 1.42 0.26 -2.02  -0.3406
H 1.59 2.80 -3.61  0.4833
H 2.04 2.62 -1.93  -0.0778
H 0.32 2.56 -2.47  0.2323
C -4.04 -5.69 0.08  -1.3352
C -2.87 -4.74 0.03  0.9366
O -2.16 -4.68 -0.96  -0.6177
N -2.58 -4.03 1.15  0.0301
C -3.18 -4.16 2.45  -0.9455
H -3.72 -6.58 0.61  0.3062
H -4.38 -5.98 -0.91  0.3162
H -4.87 -5.16 0.56  0.3557
H -1.85 -3.34 1.07  0.0357
H -3.68 -3.23 2.77  0.2233
H -2.42 -4.35 3.22  0.2816
H -3.97 -4.91 2.50  0.4220
C -3.57 2.83 0.68  -0.5979
C -3.43 2.24 -0.71  0.5806
O -4.34 2.29 -1.53  -0.6930
N -2.25 1.61 -0.95  0.4793
C -2.07 0.81 -2.13  -1.3783
H -4.34 3.59 0.69  0.3795
H -2.65 3.35 0.97  0.1243
H -3.77 2.09 1.45  0.0235
H -1.55 1.62 -0.22  -0.1836
H -1.33 0.02 -2.00  0.3668
H -1.69 1.39 -2.99  0.3447
H -3.01 0.37 -2.47  0.4996
C -4.59 -0.49 0.26  -0.7880
C -4.04 -0.32 1.67  0.4239
O -4.81 -0.13 2.62  -0.7779
N -2.71 -0.41 1.82  1.4937
C -2.01 -0.37 3.09  -1.1271
H -5.20 0.38 0.04  0.2701
H -5.10 -1.45 0.19  0.3612
H -3.75 -0.53 -0.44  -0.0634
H -2.11 -0.61 1.02  -0.4432
H -1.95 0.67 3.43  0.0914
H -1.05 -0.85 2.94  0.3256
H -2.59 -0.93 3.83  0.3303
N 0.91 4.73 1.95  0.1050
C 0.42 4.53 3.20  -0.7418
C -0.28 3.34 3.20  -1.0734
C -0.20 2.85 1.88  1.4624
C 0.50 3.74 1.10  -1.0211
H 1.44 5.54 1.67  0.1944
H 0.65 5.22 3.99  0.4007
H -0.76 2.82 4.01  0.4718
H -0.58 1.87 1.62  -0.2467
H 0.81 3.70 0.07  0.5165

***

A 7-piece molecular cluster, C23H48BO8P overall at a distorted geometry. Source: OMol25; level of theory: ωB97M-V/def2-TZVPD.

SMILES string ... C#CC[PH2](O)B(O)CC.CC(C)=O.CC(C)=O.CC(C)=O.CC(C)=O.CC(C)=O.CC(C)=O
Molecular weight ... 494.42 Da
Gap between HOMO and LUMO ... 9.0 eV

Last column: Mulliken charge in e.
Atoms and positions in Å:
C 0.92 -1.78 2.67  -0.2641
C 0.21 -1.36 1.64  -0.7070
C -0.21 -0.79 0.19  0.0974
P -1.01 0.95 0.24  0.3907
O -1.90 2.48 0.33  -0.7284
B 0.06 1.57 1.71  0.8410
O -0.65 2.01 2.91  -0.5730
C 1.68 1.70 1.74  0.0468
C 2.40 1.67 0.30  -0.8467
H 1.50 -2.37 3.47  0.3798
H 0.66 -0.83 -0.58  0.1546
H -1.00 -1.54 -0.21  0.1207
H -0.70 1.22 -1.14  -0.0185
H -2.27 0.28 0.57  -0.2928
H -2.77 2.24 0.73  0.2913
H -1.59 1.68 2.86  0.2991
H 2.08 0.87 2.44  -0.2209
H 1.91 2.70 2.30  0.2494
H 3.55 1.72 0.50  0.3686
H 2.16 2.61 -0.32  0.2578
H 2.21 0.70 -0.31  0.2036
C 3.69 1.66 -3.21  -0.9805
C 2.75 0.48 -3.22  0.8007
C 2.40 -0.12 -4.55  -0.8059
O 2.29 0.04 -2.18  -0.5603
H 3.85 1.99 -2.19  0.1862
H 4.65 1.37 -3.64  0.3892
H 3.25 2.49 -3.78  0.2283
H 3.31 -0.49 -5.04  0.3727
H 1.91 0.63 -5.18  0.1457
H 1.72 -0.96 -4.40  0.1570
C 3.22 1.28 5.70  -0.6162
C 4.33 0.60 4.93  0.8466
C 5.05 -0.53 5.62  -1.0955
O 4.62 0.94 3.80  -0.5508
H 2.79 2.07 5.09  0.2179
H 2.44 0.56 5.95  -0.0920
H 3.63 1.73 6.61  0.4371
H 4.35 -1.33 5.86  0.2458
H 5.54 -0.16 6.53  0.3407
H 5.82 -0.93 4.95  0.3098
C 0.17 4.72 -6.29  -1.1974
C 0.18 3.23 -6.10  0.7598
C -1.07 2.47 -6.46  -0.8515
O 1.17 2.65 -5.68  -0.5090
H 1.14 5.13 -5.99  0.3180
H -0.01 4.97 -7.34  0.3222
H -0.61 5.17 -5.66  0.3313
H -1.31 2.61 -7.52  0.3578
H -1.90 2.82 -5.84  0.3157
H -0.92 1.41 -6.27  0.1102
C -1.16 -3.48 6.17  -1.1658
C -0.10 -2.45 6.41  0.8995
C -0.51 -1.17 7.08  -1.0317
O 1.06 -2.64 6.07  -0.5549
H -0.72 -4.35 5.67  0.2955
H -1.59 -3.80 7.12  0.3709
H -1.94 -3.07 5.52  0.3126
H -0.91 -1.39 8.08  0.3798
H -1.27 -0.65 6.48  0.3029
H 0.36 -0.52 7.19  0.1726
C -3.31 -0.26 -3.73  -0.8395
C -2.22 -0.94 -4.51  0.8977
C -1.48 -2.05 -3.82  -0.7309
O -1.95 -0.61 -5.65  -0.6322
H -3.76 0.52 -4.35  0.3605
H -4.09 -0.98 -3.46  0.4048
H -2.90 0.21 -2.84  0.0290
H -2.17 -2.86 -3.55  0.3348
H -0.98 -1.67 -2.93  -0.0424
H -0.72 -2.46 -4.50  0.3208
C -5.49 -1.91 -0.09  -1.1919
C -4.40 -2.60 -0.87  0.8130
C -3.65 -3.71 -0.18  -1.1666
O -4.13 -2.26 -2.01  -0.4886
H -5.94 -1.13 -0.71  0.3122
H -6.26 -2.63 0.18  0.3669
H -5.07 -1.45 0.80  0.3080
H -4.34 -4.51 0.08  0.4168
H -3.15 -3.32 0.71  0.3097
H -2.89 -4.11 -0.86  0.2535